Computed, not measured: an isolated ion of composition C4H8NO5S and charge -1 at a distorted geometry, with ωB97M-V/def2-TZVPD.

Properties
E_LUMO, hartree: 0.137
Net charge: -1
Orbital gap, eV: 8.869
Energy above the lowest of the compared OMol25 structures with the same formula, charge and spin, kcal/mol: 14.0
Structure (SMILES): [H]/N=C(\[O-])[C@@](O)(CC)S(=O)(=O)O
Molecular weight, g mol⁻¹: 182.18

XYZ file:
```
19
Properties=species:S:1:pos:R:3:forces:R:3:mulliken_charge:R:1
H 0.386104 3.506047 0.264890 -0.107 -0.421 0.311 0.258
N 0.114123 2.624050 0.728756 0.331 -2.653 -4.338 -0.850
C 0.300391 1.623227 -0.258563 -0.156 3.081 3.915 0.187
O 0.816180 1.655493 -1.416324 -0.399 1.404 -0.234 -0.728
C -0.008697 0.238623 0.299144 -1.455 -0.573 0.495 0.742
O -0.324711 0.288529 1.701418 0.326 -2.764 -1.707 -0.587
C -1.262969 -0.449233 -0.444842 1.153 1.996 0.295 -0.508
C -1.369268 -1.879845 -0.085082 -3.200 -1.260 2.417 -1.125
S 1.653199 -0.558480 0.171915 1.052 3.507 -0.583 1.182
O 2.483711 0.330170 0.958121 -0.315 -0.631 -0.326 -0.675
O 1.706768 -1.925604 0.431472 -0.380 -3.262 0.921 -0.654
O 2.014266 -0.403378 -1.339781 -0.113 0.454 0.007 -0.585
H -0.408482 1.200386 1.872615 0.128 2.514 0.411 0.391
H -2.127173 0.142926 -0.044890 0.677 -0.516 -0.321 0.299
H -1.227444 -0.267172 -1.531376 0.256 -0.090 0.349 0.281
H -0.550449 -2.500862 -0.398523 0.185 -0.247 -0.131 0.333
H -2.399998 -2.302179 -0.394108 1.655 0.431 -0.156 0.330
H -1.519477 -1.942976 1.069396 0.849 0.011 -1.787 0.248
H 1.723927 0.620270 -1.584246 -0.489 -0.980 0.463 0.461
```
Positions in Å, forces in eV/Å.